(1)
This record from the Open Molecules 2025 dataset describes an isolated molecule of C3H4FNOS2. The level of theory is ωB97M-V/def2-TZVPD.

The LUMO energy is -0.9 eV. As for the energy: -31097.263 eV. As for the energy above the lowest of the compared OMol25 structures with the same formula, charge and spin: 89.5 kcal per mole. As for the HOMO-LUMO gap: 8.5 eV. The HOMO energy comes out at -9.361 eV. As for the spin multiplicity: 1.

CARTESIAN COORDINATES (ANGSTROEM)
C -0.6577 -0.1506 1.9800
C -0.3979 0.2509 -0.9919
C -0.1853 -1.2277 -1.0311
H 1.6659 -0.3090 1.0445
H -1.5698 -0.0762 2.7295
H 0.2221 -1.2519 -2.0675
H -0.9859 -2.0635 -0.9429
N 0.4172 -0.6315 2.5638
O 1.6186 -0.6836 1.9136
F 0.9540 -1.4886 -0.3316
S -0.6277 1.0778 0.5016
S -0.3936 1.0316 -2.4251

(2)
This record from the Open Molecules 2025 dataset describes an isolated molecule of C2H4N4O. The level of theory is ωB97M-V/def2-TZVPD.

The LUMO energy is 0.8 eV. As for the energy: -10141.413 eV. As for the energy above the lowest of the compared OMol25 structures with the same formula, charge and spin: 132.0 kcal per mole. As for the HOMO-LUMO gap: 8.6 eV. The HOMO energy comes out at -7.775 eV. As for the spin multiplicity: 1.

CARTESIAN COORDINATES (ANGSTROEM)
N 0.6415 1.4223 1.0066
C 0.4946 -0.0325 -0.7331
C -0.4634 -0.3881 0.1352
N -1.1186 -1.4932 0.5975
O 1.2428 -0.5958 -1.7042
N 0.4027 1.3904 -0.3894
N -0.6958 0.9902 0.5915
H 2.0663 -0.1024 -1.7976
H 0.5558 2.3960 1.3164
H -1.1043 -2.2855 -0.0279
H -2.0215 -1.3013 1.0052

(3)
This record from the Open Molecules 2025 dataset describes a cluster of 2 separate species, CH4O2S2 in total. The level of theory is ωB97M-V/def2-TZVPD.

The LUMO energy is 0.1 eV. As for the energy: -26866.959 eV. As for the energy above the lowest of the compared OMol25 structures with the same formula, charge and spin: 4.3 kcal per mole. As for the HOMO-LUMO gap: 9.9 eV. The HOMO energy comes out at -9.852 eV. As for the spin multiplicity: 1.

CARTESIAN COORDINATES (ANGSTROEM)
O 0.8821 -0.2412 1.9997
C 0.6260 -1.1038 1.1728
O 0.0988 -2.3107 1.4026
H 0.7409 -0.8855 0.0945
H 0.1939 -2.8574 0.6459
S -0.9529 0.9349 -1.9677
S 0.4196 2.2058 -0.9622
H -1.7161 1.8858 -2.5624
H -0.2922 2.3721 0.1766

(4)
This record from the Open Molecules 2025 dataset describes a structure of composition C16H31DyN2S. The level of theory is ωB97M-V/def2-TZVPD.

The LUMO energy (alpha / beta) is -6.9 / -6.7 eV. As for the energy: -54973.566 eV. As for the energy above the lowest of the compared OMol25 structures with the same formula, charge and spin: 85.3 kcal per mole. Its expectation value of S² is 9.777. As for the HOMO-LUMO gap (alpha / beta): 6.8 / 7.0 eV. As for the total charge: +2. The HOMO energy (alpha / beta) comes out at -13.644 / -13.707 eV. As for the spin multiplicity: 6.

CARTESIAN COORDINATES (ANGSTROEM)
C 1.3527 -2.0832 -0.9796
H 1.5852 -3.1391 -0.7936
H 1.0567 -1.7586 -1.9739
H -0.1099 -2.9943 -1.2276
C 2.2433 -1.1362 -0.2507
H 1.9570 -0.0334 -0.2140
H 2.3107 -1.5085 0.7948
C 3.6539 -1.1426 -0.8853
H 4.4468 -0.8191 -0.2068
H 3.9229 -2.1405 -1.2389
H 3.7562 -0.4837 -1.7569
C -1.0845 2.6021 0.5401
C 0.3662 2.8605 0.4721
C 0.8835 2.1026 -0.6782
C -0.2096 1.4148 -1.3026
C -1.3970 1.6785 -0.5470
C -2.7800 1.2277 -0.9320
C -0.2035 0.9534 -2.7408
C 2.2286 2.3376 -1.3264
C 1.2303 3.2837 1.6267
C -1.9157 2.6685 1.7895
Dy -0.0327 0.8304 1.2016
H -0.9745 0.1963 -2.9420
H -0.4171 1.7891 -3.4378
H 0.7695 0.5429 -3.0510
H -2.7611 0.5230 -1.7677
H -3.3182 0.7989 -0.0808
H -3.3685 2.0849 -1.2804
H -1.3216 2.7092 2.7263
H -2.4508 3.6187 1.7367
H -2.7101 1.8958 1.8375
H 2.2987 3.3108 1.3403
H 0.9474 4.3194 1.8478
H 1.0866 2.7148 2.5950
H 2.5649 1.4878 -1.9409
H 2.1695 3.2147 -1.9978
H 2.9953 2.5738 -0.5758
C -1.2388 -5.3142 2.0248
N -1.3169 -4.3944 0.8835
C -1.7368 -3.1137 0.8772
S -0.8388 -2.0301 -0.3832
N -2.5203 -2.6222 1.8617
C -3.4503 -3.4133 2.7029
H -1.1806 -4.8033 2.9863
H -0.3229 -5.9020 1.9195
H -2.0868 -6.0051 2.0378
H -0.7935 -4.6461 0.0506
H -2.7688 -1.6321 1.7666
H -3.0151 -3.6501 3.6865
H -4.3712 -2.8388 2.8634
H -3.7441 -4.3478 2.2108

(5)
This record from the Open Molecules 2025 dataset describes an isolated molecule of C6H13N. The level of theory is ωB97M-V/def2-TZVPD.

The LUMO energy is 1.1 eV. As for the energy: -7921.922 eV. As for the energy above the lowest of the compared OMol25 structures with the same formula, charge and spin: 21.0 kcal per mole. As for the HOMO-LUMO gap: 8.5 eV. The HOMO energy comes out at -7.412 eV. As for the spin multiplicity: 1.

CARTESIAN COORDINATES (ANGSTROEM)
C -1.3198 0.1946 1.9323
C 0.0380 0.7182 1.4112
C 0.3805 0.2567 0.0244
C 1.0787 -0.8913 -0.1111
N 1.0067 -1.9615 0.8004
C -0.0803 1.0399 -1.1599
C 0.1626 0.3845 -2.5310
H -2.1168 0.7385 1.4203
H -1.5322 -0.8607 1.7186
H -1.3921 0.2760 3.0218
H 0.0425 1.8172 1.3606
H 0.8601 0.5057 2.0859
H 1.6535 -1.1039 -1.0022
H 1.3285 -2.8831 0.5838
H 0.1129 -2.0604 1.2383
H -1.1585 1.2118 -1.0962
H 0.4582 2.0189 -1.1204
H -0.4243 -0.5515 -2.5215
H 1.2262 0.2257 -2.7114
H -0.3246 0.9247 -3.3439

(6)
This record from the Open Molecules 2025 dataset describes a structure of composition C29H30IN4O6PZr. The level of theory is ωB97M-V/def2-TZVPD.

The LUMO energy is -6.6 eV. As for the energy: -67463.821 eV. As for the energy above the lowest of the compared OMol25 structures with the same formula, charge and spin: 0.0 kcal per mole. As for the HOMO-LUMO gap: 7.8 eV. As for the total charge: +2. The HOMO energy comes out at -14.381 eV. As for the spin multiplicity: 1.

CARTESIAN COORDINATES (ANGSTROEM)
Zr 1.3763 1.0566 -0.0648
C -1.3122 4.3502 -1.1879
C -1.6317 3.6577 0.0960
N -2.8551 3.7575 0.5901
C -3.1533 3.1569 1.7438
C -2.2675 2.3971 2.4889
C -2.7444 1.7203 3.7525
O -1.8678 1.9150 4.8528
C -0.9632 2.2532 1.9701
C 0.0015 1.4332 2.6961
N 1.0645 0.8875 2.2058
C 1.7659 -0.0415 3.0561
C 1.1196 -0.7660 4.0541
C 1.8351 -1.6380 4.8591
C 3.1947 -1.8220 4.6664
C 3.8473 -1.1453 3.6474
C 3.1225 -0.2702 2.8556
I 4.1018 0.6949 1.2993
C -0.6646 2.9035 0.7762
O 0.5878 2.8163 0.2410
H -2.2041 4.8487 -1.5563
H -0.9688 3.6346 -1.9397
H -0.5225 5.0904 -1.0487
H -4.1716 3.2887 2.0914
H -2.8133 0.6390 3.6005
H -3.7546 2.0639 3.9799
H -2.1147 2.7144 5.3288
H -0.2482 1.2524 3.7373
H 0.0528 -0.6748 4.1996
H 1.3183 -2.1863 5.6337
H 3.7478 -2.5071 5.2930
H 4.9032 -1.3038 3.4787
C 4.3451 -0.3464 -2.5120
P 2.5551 -0.0928 -2.3366
C 2.0521 0.8209 -3.8175
C 1.8115 -1.7348 -2.4468
C 0.7673 -2.0122 -3.3265
C 0.1835 -3.2718 -3.3339
C 0.6380 -4.2564 -2.4699
C 1.6751 -3.9827 -1.5862
C 2.2549 -2.7261 -1.5705
H 4.7396 -0.8750 -1.6453
H 4.8758 0.5997 -2.6183
H 4.5228 -0.9510 -3.4026
H 2.3080 0.2462 -4.7098
H 2.5730 1.7770 -3.8698
H 0.9792 1.0064 -3.7991
H 0.4015 -1.2628 -4.0157
H -0.6179 -3.4872 -4.0275
H 0.1893 -5.2398 -2.4911
H 2.0334 -4.7506 -0.9145
H 3.0607 -2.5277 -0.8692
N 2.8447 2.8665 -0.9987
H 3.7758 2.7261 -1.3806
H 2.9260 3.5635 -0.2605
H 2.3016 3.3265 -1.7277
O -0.2788 0.7295 -1.3937
C -0.6677 -0.2826 -0.7016
O 0.1614 -0.6751 0.1944
C -1.9708 -0.9008 -0.8959
C -2.8312 -0.3805 -1.8657
C -4.0718 -0.9649 -2.0549
C -4.4011 -2.0486 -1.2596
C -3.5683 -2.5872 -0.2963
C -2.3288 -2.0002 -0.1155
N -5.7403 -2.6791 -1.4552
O -6.4384 -2.2209 -2.3297
O -6.0103 -3.6150 -0.7358
H -2.5294 0.4712 -2.4577
H -4.7752 -0.6051 -2.7901
H -3.8941 -3.4396 0.2795
H -1.6326 -2.3940 0.6116

(7)
This record from the Open Molecules 2025 dataset describes a structure of composition C23H21AsBF4N3O7STc. The level of theory is ωB97M-V/def2-TZVPD.

The LUMO energy (alpha / beta) is -1.8 / -1.6 eV. As for the energy: -128421.329 eV. Its expectation value of S² is 1.205. As for the HOMO-LUMO gap (alpha / beta): 7.1 / 7.3 eV. The HOMO energy (alpha / beta) comes out at -8.886 / -8.937 eV. As for the spin multiplicity: 2.

CARTESIAN COORDINATES (ANGSTROEM)
Tc -0.2738 0.9953 0.2380
C 0.3984 0.4567 4.4718
C -0.5176 -0.5482 4.7651
C -1.3135 -1.0861 3.7655
C -1.1879 -0.6137 2.4650
C -0.2758 0.4047 2.1644
C 0.5163 0.9370 3.1745
C -1.9255 -1.1369 1.3100
C -2.9105 -2.1316 1.3982
C -3.5266 -2.5597 0.2642
C -3.1566 -2.0333 -0.9907
C -3.7450 -2.4787 -2.1947
C -3.3320 -1.9717 -3.3917
C -2.3060 -1.0062 -3.4249
C -1.7265 -0.5480 -2.2760
C -2.1508 -1.0476 -1.0307
N -1.5792 -0.5994 0.1409
H 1.0150 0.8706 5.2594
H -0.6099 -0.9139 5.7793
H -2.0169 -1.8714 4.0089
H 1.2163 1.7332 2.9479
H -3.1812 -2.5325 2.3628
H -4.3027 -3.3144 0.3095
H -4.5226 -3.2311 -2.1452
H -3.7808 -2.3132 -4.3148
H -1.9588 -0.6241 -4.3756
H -0.9237 0.1699 -2.3416
O 3.4735 -1.0621 -1.1149
As 2.2022 0.0185 -1.6511
O 1.4718 -0.5220 -2.9836
O 1.2264 0.0034 -0.1982
C 3.1673 1.6847 -1.6665
C 4.5260 1.5905 -1.9400
C 5.2950 2.7392 -2.0663
C 4.7132 3.9875 -1.9233
C 3.3584 4.0935 -1.6442
C 2.5895 2.9483 -1.5149
S 0.8736 3.1678 -1.1145
O 0.5287 4.5109 -1.4273
O 0.1589 2.0751 -1.8125
O 0.7722 2.8151 0.3506
H 3.3302 -1.9238 -1.5318
H 4.9851 0.6187 -2.0526
H 6.3512 2.6516 -2.2833
H 5.3082 4.8844 -2.0307
H 2.8804 5.0567 -1.5322
C 1.8296 -4.9176 -1.4362
N 2.0979 -4.2226 -0.1918
C 1.2635 -3.2247 0.2232
N 1.5856 -2.6410 1.4321
O 0.2860 -2.8999 -0.4316
H 2.5768 -5.6969 -1.5684
H 1.8637 -4.2366 -2.2878
H 0.8400 -5.3731 -1.4174
H 2.8931 -4.4822 0.3615
H 2.5505 -2.6637 1.7195
H 1.1500 -1.7392 1.5579
F -3.8706 2.1227 -0.7985
B -3.5873 2.1498 0.5194
F -1.8674 2.1227 0.4843
F -3.8561 1.0028 1.2022
F -3.8125 3.2978 1.1816

(8)
This record from the Open Molecules 2025 dataset describes an isolated molecule of C5H9NO2. The level of theory is ωB97M-V/def2-TZVPD.

The LUMO energy is 0.7 eV. As for the energy: -10915.513 eV. As for the energy above the lowest of the compared OMol25 structures with the same formula, charge and spin: 24.5 kcal per mole. As for the HOMO-LUMO gap: 10.6 eV. The HOMO energy comes out at -9.837 eV. As for the spin multiplicity: 1.

CARTESIAN COORDINATES (ANGSTROEM)
O 2.1188 0.6704 -2.6840
C 1.2359 0.4958 -1.8649
N 1.2665 -0.4445 -0.9035
C 0.2391 -0.5717 0.1704
C 0.0761 0.7535 0.8968
C -0.9221 0.7644 2.0227
O -1.7283 -0.1026 2.2196
C -1.0966 -1.0410 -0.4530
H 0.2994 1.0776 -1.9103
H 2.0884 -0.9523 -0.6248
H 0.6099 -1.3607 0.8201
H 1.0312 1.1003 1.3137
H -0.1914 1.5607 0.2009
H -0.7624 1.6072 2.7283
H -1.4619 -1.9601 -0.0115
H -1.8380 -0.2420 -0.4339
H -0.9647 -1.3550 -1.4866